Formula: C6H10NS
Source: the Open Molecules 2025 dataset
Level of theory: ωB97M-V/def2-TZVPD

Cartesian coordinates (Å):
N -0.1050 1.7683 -0.9129
C 0.0347 0.6571 0.0476
C -1.0727 0.4388 1.1202
C -1.1612 -1.1006 0.6403
C -0.1604 -0.8107 -0.5496
C 1.1464 -1.4848 -0.5675
C 2.1333 -0.7590 -0.0369
S 1.7439 0.7800 0.6683
H -0.7642 1.3114 -1.6004
H 0.8230 1.9997 -1.0229
H -0.6886 2.4935 -0.5128
H -1.9290 1.0771 0.9747
H -0.8304 0.8518 2.1222
H -0.7870 -1.6215 1.5473
H -2.0904 -1.3782 0.2430
H -0.7571 -0.7497 -1.4612
H 1.3596 -2.4359 -0.9755
H 3.1051 -1.0372 0.2761

Forces on the atoms, in the same order (eV/Å):
-5.28 -1.94 0.42
0.30 -1.74 1.85
0.23 0.65 -1.00
1.87 2.07 1.98
-0.74 1.42 1.57
1.06 1.10 0.05
-0.60 -0.33 0.51
-0.56 0.31 0.20
1.68 1.16 -0.52
2.70 1.34 -1.96
0.34 0.73 0.25
-0.88 -0.09 -0.91
0.50 -1.41 -0.24
-0.26 -0.63 -1.27
-1.38 -0.65 0.17
0.24 -0.33 -0.33
-0.16 -0.93 -0.31
0.94 -0.75 -0.46

* LUMO level: -3.53 eV
* energy above the lowest of the compared OMol25 structures with the same formula, charge and spin: 132.1 kJ/mol
* HOMO level: -12.62 eV
* SMILES: [NH3+][C@@]12CC[C@@H]1C=CS2
* strongest force on any atom: 0.1097 hartree/bohr
* frontier orbital gap: 0.3339 Ha
* charge: +1

---

Formula: C6H10O
Source: the Open Molecules 2025 dataset
Level of theory: ωB97M-V/def2-TZVPD

Cartesian coordinates (Å):
C -2.0410 -0.3224 -0.0776
C -1.0877 0.7923 -0.4367
C -0.0822 1.2868 0.5638
C 0.3730 0.5192 -0.6627
C 0.9354 -0.8637 -0.5961
C 2.0308 -1.2105 0.0895
O 2.5905 -0.4719 1.0699
H -2.9045 0.0637 0.4752
H -1.5465 -1.0754 0.5448
H -2.4173 -0.8252 -0.9762
H -1.5140 1.5567 -1.0827
H 0.1259 2.3517 0.6207
H -0.0569 0.7691 1.5201
H 0.8343 1.1367 -1.4392
H 0.5217 -1.6076 -1.2654
H 2.5911 -2.1144 -0.0697
H 1.9489 0.2467 1.1055

Forces on the atoms, in the same order (eV/Å):
0.00 -0.04 0.02
-0.14 0.05 -0.05
-0.02 0.07 0.21
0.07 -0.08 -0.04
0.39 -0.11 -0.24
-0.32 -0.44 -0.27
-0.23 0.49 -0.30
0.13 -0.05 -0.07
-0.06 0.10 -0.07
0.07 0.07 0.12
0.08 -0.08 0.10
-0.02 -0.19 -0.02
-0.07 0.05 -0.08
-0.10 -0.16 0.22
0.13 0.05 -0.17
-0.23 -0.46 -0.02
0.31 0.73 0.65

* LUMO level: 1.02 eV
* energy above the lowest of the compared OMol25 structures with the same formula, charge and spin: 109.4 kJ/mol
* HOMO level: -8.62 eV
* SMILES: C[C@H]1C[C@H]1/C=C\O
* strongest force on any atom: 0.0199 hartree/bohr
* frontier orbital gap: 0.3542 Ha
* charge: 0

---

Formula: C6H10O
Source: the Open Molecules 2025 dataset
Level of theory: ωB97M-V/def2-TZVPD

Cartesian coordinates (Å):
O 1.7545 -0.7365 1.2366
C 1.3278 -0.4966 -0.1050
C 1.1380 0.9802 -0.3384
C -0.0559 1.5633 -0.2372
C -1.3411 0.8373 0.0548
C -1.2154 -0.6974 0.1633
C 0.0620 -1.2792 -0.4548
H 1.2989 -0.0953 1.7964
H 2.1494 -0.8667 -0.7289
H 2.0243 1.5794 -0.5365
H -0.1392 2.6415 -0.3743
H -2.0773 1.1168 -0.7096
H -1.7487 1.2328 0.9952
H -1.2636 -0.9952 1.2161
H -2.0815 -1.1612 -0.3205
H 0.1937 -2.3107 -0.1091
H -0.0259 -1.3126 -1.5480

Forces on the atoms, in the same order (eV/Å):
-0.11 0.10 0.22
-0.08 0.01 -0.33
-0.13 0.11 0.09
0.12 -0.09 -0.04
-0.02 0.00 -0.01
0.03 -0.02 0.08
-0.01 -0.03 -0.06
0.09 -0.13 -0.02
-0.11 0.05 0.07
-0.11 -0.07 0.04
0.04 -0.15 0.02
0.12 -0.05 0.04
0.01 -0.02 -0.16
0.06 0.07 -0.08
0.10 0.02 0.15
-0.02 0.12 -0.10
0.01 0.07 0.11

* LUMO level: 0.95 eV
* energy above the lowest of the compared OMol25 structures with the same formula, charge and spin: 12.2 kJ/mol
* HOMO level: -9.54 eV
* SMILES: O[C@@H]1C=CCCC1
* strongest force on any atom: 0.0067 hartree/bohr
* frontier orbital gap: 0.3856 Ha
* charge: 0

---

Formula: C6H10O
Source: the Open Molecules 2025 dataset
Level of theory: ωB97M-V/def2-TZVPD

Cartesian coordinates (Å):
C 2.0376 0.4837 0.2203
C 0.6048 0.0693 0.0616
C -0.5063 -1.6994 0.5811
C -0.9688 -0.9828 -0.6925
C -1.7022 0.3082 -0.3003
C -0.5235 1.0656 0.3500
O 0.3032 -0.4699 -1.1921
H 2.2318 1.2580 -0.5331
H 2.7173 -0.3526 0.0405
H 2.2210 0.9040 1.2127
H 0.3190 -0.7782 0.9855
H 0.2796 -2.3897 0.2153
H -1.4612 -1.6225 -1.4293
H -2.5204 0.1078 0.3938
H -2.0877 0.8325 -1.1789
H -0.2971 2.0124 -0.1538
H -0.6471 1.2535 1.4194

Forces on the atoms, in the same order (eV/Å):
-0.02 -0.07 0.06
0.20 0.32 -0.15
0.12 0.05 -0.24
-0.27 -0.15 0.01
-0.08 0.00 -0.01
0.00 0.02 0.07
0.02 -0.05 0.02
-0.02 -0.11 0.12
-0.12 0.11 0.03
-0.02 -0.05 -0.13
0.02 -0.04 0.05
-0.06 0.12 0.09
0.07 0.11 0.14
0.12 0.03 -0.11
0.06 -0.08 0.12
-0.02 -0.16 0.09
0.01 -0.03 -0.15

* LUMO level: 0.65 eV
* energy above the lowest of the compared OMol25 structures with the same formula, charge and spin: 410.4 kJ/mol
* HOMO level: -7.92 eV
* strongest force on any atom: 0.0079 hartree/bohr
* frontier orbital gap: 0.3149 Ha
* charge: 0

---

Formula: C6H10O
Source: the Open Molecules 2025 dataset
Level of theory: ωB97M-V/def2-TZVPD

Cartesian coordinates (Å):
C -0.7012 1.1077 1.6567
O 0.5428 1.1994 1.2208
C 0.3962 1.0451 -0.5517
C 1.2258 0.1262 -1.1714
C 0.8261 -1.3083 -0.9942
C -0.6527 -1.1690 -0.6023
C -0.8642 0.3296 -0.7189
H -1.2182 2.0543 1.9004
H -0.8859 0.3350 2.4234
H -1.3676 0.6994 0.7018
H 0.4673 2.0927 -0.8252
H 2.1198 0.4040 -1.7284
H 0.9175 -1.8602 -1.9368
H 1.4550 -1.8261 -0.2566
H -1.3080 -1.7301 -1.2733
H -0.8463 -1.5171 0.4191
H -1.6596 0.7336 -1.3434

Forces on the atoms, in the same order (eV/Å):
-0.26 -0.08 0.03
0.11 0.00 0.05
-0.08 -0.11 -0.40
0.08 0.03 0.01
0.03 -0.01 0.01
-0.04 0.00 0.03
0.09 -0.01 -0.09
0.10 -0.13 -0.08
0.04 0.11 -0.14
-0.05 0.08 0.19
0.01 -0.12 0.11
-0.14 -0.02 0.11
-0.02 0.08 0.14
-0.08 0.08 -0.10
0.09 0.09 0.09
0.02 0.05 -0.13
0.11 -0.05 0.15

* LUMO level: -0.06 eV
* energy above the lowest of the compared OMol25 structures with the same formula, charge and spin: 395.9 kJ/mol
* HOMO level: -8.33 eV
* strongest force on any atom: 0.0083 hartree/bohr
* frontier orbital gap: 0.3041 Ha
* charge: 0

---

Formula: C6H10O
Source: the Open Molecules 2025 dataset
Level of theory: ωB97M-V/def2-TZVPD

Cartesian coordinates (Å):
O -1.7951 0.8212 -0.9341
C -0.7246 0.9781 -0.1597
C 0.6056 0.5930 -0.7493
C 1.1685 -0.7255 -0.1916
C 0.2117 -1.9095 -0.3057
C 0.2221 1.4892 1.9508
C -0.9228 1.4126 1.1387
H -1.5338 0.4765 -1.7994
H -0.7349 -1.7011 0.2034
H 1.3197 1.3849 -0.5183
H 0.4985 0.5212 -1.8425
H 1.4267 -0.5236 0.8525
H 2.1032 -0.9489 -0.7211
H -0.0023 -2.1744 -1.3510
H 0.6485 -2.7858 0.1822
H -0.1240 1.6834 2.9856
H -1.9700 1.5742 1.4217

Forces on the atoms, in the same order (eV/Å):
0.10 -0.04 -0.02
0.16 -0.14 0.00
-0.03 0.10 -0.05
0.02 -0.02 0.03
0.08 -0.01 0.08
-0.59 0.04 -0.03
0.30 -0.13 -0.01
-0.03 0.03 0.10
0.05 -0.02 -0.08
-0.10 -0.01 -0.01
0.00 0.05 0.12
-0.09 -0.12 -0.14
-0.15 0.07 0.04
0.03 0.08 0.20
-0.08 0.05 -0.13
0.12 0.05 -0.13
0.20 0.04 0.02

* LUMO level: -0.04 eV
* energy above the lowest of the compared OMol25 structures with the same formula, charge and spin: 307.4 kJ/mol
* HOMO level: -7.82 eV
* strongest force on any atom: 0.0115 hartree/bohr
* frontier orbital gap: 0.2859 Ha
* charge: 0

---

Formula: C6H10O
Source: the Open Molecules 2025 dataset
Level of theory: ωB97M-V/def2-TZVPD

Cartesian coordinates (Å):
O -1.7230 0.9680 1.6247
C -1.2326 0.4372 0.3990
C -0.9100 -1.0295 0.5382
C 0.0904 -1.6308 -0.1027
C 1.0506 -0.8547 -0.9658
C 1.2577 0.5381 -0.3669
C -0.0712 1.2816 -0.1906
H -1.0343 0.8347 2.2882
H -2.0946 0.5231 -0.2733
H -1.5927 -1.5944 1.1719
H 0.2379 -2.7046 0.0046
H 0.6527 -0.7678 -1.9878
H 2.0062 -1.3844 -1.0504
H 1.7572 0.4196 0.6027
H 1.9259 1.1341 -0.9991
H 0.0629 2.1466 0.4688
H -0.3832 1.6833 -1.1616

Forces on the atoms, in the same order (eV/Å):
0.20 -0.01 0.25
0.05 -0.11 -0.31
0.04 -0.06 -0.07
-0.07 0.07 0.05
0.02 0.01 0.00
0.02 0.01 0.05
-0.03 0.04 -0.05
-0.12 0.04 0.01
0.10 -0.01 0.07
0.10 0.06 -0.10
-0.06 0.17 -0.02
0.06 -0.02 0.12
-0.14 0.07 0.03
-0.07 0.01 -0.09
-0.09 -0.08 0.11
-0.03 -0.10 -0.13
0.02 -0.08 0.09

* LUMO level: 1.03 eV
* energy above the lowest of the compared OMol25 structures with the same formula, charge and spin: 15.8 kJ/mol
* HOMO level: -9.48 eV
* SMILES: O[C@@H]1C=CCCC1
* strongest force on any atom: 0.0065 hartree/bohr
* frontier orbital gap: 0.3861 Ha
* charge: 0

---

Formula: C6H10O
Source: the Open Molecules 2025 dataset
Level of theory: ωB97M-V/def2-TZVPD

Cartesian coordinates (Å):
C -0.4293 -1.0958 1.1105
C -0.8772 -0.2380 -1.1478
C -0.5022 0.9323 -2.0178
C 0.8664 -0.8263 1.5457
O -1.5244 -0.5537 1.7239
C 0.5467 1.1130 -1.0439
C 1.4721 1.1879 -0.1952
H -1.2586 0.2372 2.2087
H -0.6854 -2.0021 0.5875
H -1.8517 -0.1757 -0.6863
H -0.6028 -1.2052 -1.5474
H -0.1508 0.7079 -3.0267
H -1.2262 1.7471 -2.0403
H 1.6127 -1.5829 1.3326
H 0.9797 -0.3600 2.5217
H 1.3099 0.2739 0.7496
H 2.3211 1.8405 -0.0749

Forces on the atoms, in the same order (eV/Å):
0.77 0.12 0.96
0.72 0.69 -0.16
-0.01 0.21 -0.39
-1.01 -0.77 0.20
0.10 0.07 -0.27
-1.23 -1.09 -0.17
0.20 -0.61 1.18
0.03 -0.08 0.00
0.01 0.13 -0.21
0.12 0.05 0.19
0.07 0.06 0.03
-0.04 0.05 0.06
0.05 -0.05 -0.02
0.03 0.12 -0.17
-0.03 0.15 -0.11
0.28 0.84 -0.98
-0.02 0.10 -0.13

* LUMO level: 0.99 eV
* energy above the lowest of the compared OMol25 structures with the same formula, charge and spin: 548.3 kJ/mol
* HOMO level: -7.77 eV
* strongest force on any atom: 0.0322 hartree/bohr
* frontier orbital gap: 0.3218 Ha
* charge: 0

---

Formula: C6H10O
Source: the Open Molecules 2025 dataset
Level of theory: ωB97M-V/def2-TZVPD

Cartesian coordinates (Å):
C -0.4066 -1.2889 1.1294
C -0.5994 -0.4575 2.1536
C 0.2765 0.7277 2.3349
O 1.1327 1.0729 1.5467
H -1.0385 -2.1589 0.9735
H 0.3888 -1.0983 0.4125
H -1.3823 -0.6232 2.8913
H 0.1040 1.3038 3.2675
C 1.0841 -0.3516 -2.0502
C -0.2111 -0.0541 -2.1287
C -0.8758 1.0408 -1.3476
H 1.5106 -1.1570 -2.6417
H 1.7524 0.2094 -1.3961
H -0.8538 -0.6429 -2.7858
H -1.7043 0.6387 -0.7527
H -1.2931 1.7982 -2.0231
H -0.1621 1.5212 -0.6701

Forces on the atoms, in the same order (eV/Å):
-0.05 0.11 0.17
0.07 -0.20 -0.21
0.27 0.10 -0.19
-0.43 -0.16 0.41
0.11 0.11 0.04
-0.16 -0.06 0.14
0.12 0.05 -0.11
0.07 -0.01 -0.13
-0.21 0.07 -0.09
0.21 -0.07 0.04
0.06 0.02 -0.02
-0.02 0.11 0.09
-0.13 -0.11 -0.12
0.13 0.10 0.06
0.08 0.09 -0.08
0.04 -0.11 0.13
-0.15 -0.06 -0.12

* LUMO level: 0.04 eV
* energy above the lowest of the compared OMol25 structures with the same formula, charge and spin: 143.3 kJ/mol
* HOMO level: -9.55 eV
* SMILES: C=CC=O.C=CC
* strongest force on any atom: 0.0119 hartree/bohr
* frontier orbital gap: 0.3525 Ha
* charge: 0

---

Formula: C6H10O
Source: the Open Molecules 2025 dataset
Level of theory: ωB97M-V/def2-TZVPD

Cartesian coordinates (Å):
C -2.0301 -0.5070 0.3026
C -0.8388 -0.0260 -0.5261
O -0.5180 1.3378 -0.2093
C 0.8695 1.5663 -0.3952
C 1.5134 0.2335 -0.1256
C 1.1046 -0.7073 1.0200
C 0.4553 -0.8034 -0.3297
H -2.8967 0.1435 0.1532
H -1.8001 -0.5307 1.3734
H -2.3240 -1.5246 0.0075
H -1.1137 -0.0628 -1.5893
H 1.2905 1.7507 -1.4393
H 1.1279 2.3999 0.2787
H 2.3648 0.3309 -0.7817
H 0.4548 -0.3574 1.8280
H 1.7078 -1.5565 1.3685
H 0.6328 -1.6870 -0.9358

Forces on the atoms, in the same order (eV/Å):
0.03 0.09 0.00
-0.17 -0.13 -0.15
-0.37 0.18 -0.27
-0.09 -0.28 0.49
0.21 -0.04 -0.04
-0.03 0.14 -0.02
-0.16 -0.01 -0.20
0.14 -0.03 0.01
0.05 0.09 -0.18
0.18 0.26 -0.04
0.04 -0.11 0.02
-1.41 0.51 0.77
0.08 -0.30 -0.36
1.08 -1.52 0.78
0.38 0.40 -0.31
0.09 0.58 -0.53
-0.05 0.17 0.03

* LUMO level: 1.11 eV
* energy above the lowest of the compared OMol25 structures with the same formula, charge and spin: 122.3 kJ/mol
* HOMO level: -9.66 eV
* SMILES: C[C@H]1OC[C@H]2C[C@H]21
* strongest force on any atom: 0.0392 hartree/bohr
* frontier orbital gap: 0.3958 Ha
* charge: 0

---

Formula: C6H10O
Source: the Open Molecules 2025 dataset
Level of theory: ωB97M-V/def2-TZVPD

Cartesian coordinates (Å):
C -0.0746 -1.4766 2.1255
C 0.8499 -0.7174 1.1164
C 0.1251 -0.5719 -0.2537
C -0.0621 0.4882 -0.8944
C -0.6477 0.6444 -2.3327
C 0.1854 1.9149 -0.3031
O 1.0296 2.6605 -0.6896
H 0.5256 -1.5199 3.0035
H -0.6536 -2.4829 1.9252
H -1.1140 -0.9597 2.4606
H 1.7768 -1.1252 1.1437
H 1.1713 0.2797 1.3340
H -0.0506 -1.6490 -0.8353
H -0.8191 -0.3222 -2.6456
H -1.7721 1.1251 -2.3892
H -0.0068 1.2856 -3.0535
H -0.4629 2.4264 0.2883

Forces on the atoms, in the same order (eV/Å):
-3.41 0.63 0.62
-5.01 0.57 -1.41
2.31 -7.86 1.32
-1.51 6.73 -2.87
-1.37 3.14 0.65
0.95 -2.02 -2.21
2.05 0.33 -1.04
0.05 -0.66 1.07
2.30 1.45 -0.45
2.63 -0.09 -0.86
2.65 -2.27 -0.86
-0.70 1.04 1.20
0.19 2.81 1.55
-0.03 -2.11 -1.31
2.80 -0.83 0.59
-0.87 -1.30 1.39
-3.03 0.42 2.62

* LUMO level: 0.95 eV
* energy above the lowest of the compared OMol25 structures with the same formula, charge and spin: 300.5 kJ/mol
* HOMO level: -9.55 eV
* SMILES: CC/C=C(/C)C=O
* strongest force on any atom: 0.1614 hartree/bohr
* frontier orbital gap: 0.3858 Ha
* charge: 0

---

Formula: C6H10O
Source: the Open Molecules 2025 dataset
Level of theory: ωB97M-V/def2-TZVPD

Cartesian coordinates (Å):
C 1.0104 0.6452 -1.3694
C -0.2751 -0.1498 -1.3006
C -0.3507 -1.4318 -0.5232
C -1.0725 -0.2101 -0.0192
C -0.6409 0.5845 1.2040
C 0.5932 0.1461 1.9640
O 0.9538 -0.9973 2.1150
H 1.6146 0.3323 -2.2282
H 1.6287 0.5012 -0.4731
H 0.8067 1.7186 -1.4765
H -0.8723 -0.1076 -2.2111
H -0.9550 -2.2441 -0.9170
H 0.5314 -1.7530 0.0204
H -2.1527 -0.2213 -0.1514
H -1.4473 0.5617 1.9533
H -0.5143 1.6454 0.9527
H 1.1420 0.9800 2.4602

Forces on the atoms, in the same order (eV/Å):
0.02 -0.02 0.06
-0.03 0.06 -0.11
0.05 -0.17 -0.03
-0.11 0.04 0.06
0.04 0.04 -0.06
-0.08 -0.35 0.17
-0.06 0.59 -0.01
-0.08 0.04 0.13
-0.14 0.03 -0.18
0.06 -0.17 0.02
0.11 0.00 0.17
0.08 0.14 0.05
-0.15 0.08 -0.13
0.19 -0.01 0.02
0.14 -0.04 -0.07
-0.01 -0.10 0.01
-0.01 -0.17 -0.09

* LUMO level: 1.00 eV
* energy above the lowest of the compared OMol25 structures with the same formula, charge and spin: 80.0 kJ/mol
* HOMO level: -9.76 eV
* SMILES: C[C@H]1C[C@H]1CC=O
* strongest force on any atom: 0.0115 hartree/bohr
* frontier orbital gap: 0.3955 Ha
* charge: 0